1.
A structure of composition C30H47Cl2MnN2PSe at a distorted geometry. Source: OMol25; level of theory: ωB97M-V/def2-TZVPD.

* max |F|: 3.0 eV/Å
* HOMO (alpha / beta): -1.996 / -2.884 eV
* gap between HOMO and LUMO (alpha / beta): 4.495 / 5.355 eV

```
! wB97M-V def2-TZVPD RIJCOSX def2/J DEFGRID3
* xyz -1 5
P 0.12 -1.02 -4.44
C 1.71 -0.40 -5.23
C 2.03 -0.75 -6.69
C 3.46 -0.31 -7.06
C 3.66 1.19 -6.80
C 3.32 1.56 -5.35
C 1.90 1.11 -4.99
C -1.31 -0.12 -5.26
C -1.31 0.07 -6.79
C -2.65 0.64 -7.27
C -2.97 1.97 -6.57
C -2.95 1.81 -5.05
C -1.61 1.22 -4.56
C -0.03 -2.72 -5.22
C 1.16 -3.59 -4.77
C 1.08 -5.01 -5.33
C -0.25 -5.68 -4.95
C -1.44 -4.83 -5.39
C -1.35 -3.40 -4.83
H 2.47 -0.91 -4.61
H 1.32 -0.24 -7.36
H 1.91 -1.82 -6.87
H 3.67 -0.55 -8.11
H 4.17 -0.88 -6.45
H 4.70 1.47 -7.04
H 3.01 1.76 -7.48
H 4.04 1.06 -4.68
H 3.43 2.64 -5.20
H 1.68 1.36 -3.94
H 1.18 1.66 -5.61
H -2.15 -0.78 -5.01
H -3.45 -0.09 -7.06
H -1.10 -0.88 -7.29
H -0.51 0.76 -7.07
H -2.63 0.78 -8.36
H -3.94 2.34 -6.90
H -2.22 2.72 -6.87
H -3.13 2.77 -4.56
H -3.76 1.13 -4.74
H -1.62 1.08 -3.48
H -0.81 1.94 -4.78
H 0.00 -2.63 -6.32
H 2.11 -3.13 -5.07
H 1.17 -3.63 -3.67
H 1.16 -4.97 -6.43
H 1.92 -5.61 -4.97
H -0.28 -5.81 -3.86
H -0.31 -6.68 -5.39
H -2.38 -5.29 -5.08
H -1.46 -4.78 -6.49
H -2.20 -2.81 -5.19
H -1.42 -3.43 -3.73
Mn 0.00 0.00 0.00
Cl -2.03 -0.68 -0.84
Cl 2.22 0.04 -0.57
C -0.34 1.50 1.00
H -0.60 1.46 2.07
C -0.43 2.82 0.40
C -1.13 3.84 1.07
C -1.28 5.10 0.50
C -0.71 5.37 -0.75
C 0.01 4.37 -1.42
C 0.15 3.11 -0.86
H -1.58 3.62 2.04
H -1.83 5.87 1.02
H 0.46 4.59 -2.38
H 0.74 2.35 -1.36
H -0.82 6.35 -1.20
C -2.22 -0.29 3.56
N -0.78 -0.28 3.87
C -0.23 0.35 4.92
C 1.13 0.13 4.89
N 1.42 -0.63 3.82
C 2.76 -1.09 3.45
C 0.24 -0.86 3.20
Se 0.05 -1.84 1.75
H -2.77 -0.75 4.40
H -2.43 -0.86 2.64
H -2.57 0.75 3.42
H -0.77 0.91 5.67
H 1.86 0.49 5.61
H 3.42 -0.22 3.28
H 3.17 -1.71 4.27
H 2.74 -1.71 2.53
*
```

2.
An isolated molecule of C19H30N2O2S2. Source: OMol25; level of theory: ωB97M-V/def2-TZVPD.

* max |F|: 0.6 eV/Å
* HOMO: -8.044 eV
* gap between HOMO and LUMO: 8.558 eV
* energy relative to the best compared isomer or geometry (same formula, charge and spin): 10.1 kJ/mol
* SMILES: COc1cccc(CN2CCN(C3CSCCSC3)C[C@@H]2CCO)c1

```
! wB97M-V def2-TZVPD RIJCOSX def2/J DEFGRID3
* xyz 0 1
C 3.47 1.49 -4.35
O 2.43 1.10 -5.21
C 1.46 0.27 -4.73
C 0.46 -0.09 -5.63
C -0.56 -0.92 -5.23
C -0.61 -1.41 -3.94
C 0.38 -1.06 -3.03
C 0.30 -1.56 -1.61
N -0.86 -1.00 -0.95
C -1.27 -1.70 0.26
C -0.44 -1.34 1.49
N -0.52 0.10 1.68
C -0.09 0.60 2.98
C 1.29 0.10 3.42
S 2.14 1.27 4.53
C 1.69 0.69 6.20
C 0.27 0.18 6.37
S -1.01 1.20 5.57
C -1.19 0.30 4.00
C 0.05 0.78 0.54
C -0.76 0.44 -0.73
C -2.15 1.10 -0.67
C -2.96 0.84 -1.94
O -3.37 -0.50 -2.07
C 1.41 -0.22 -3.43
H 4.05 0.63 -4.00
H 4.12 2.13 -4.95
H 3.10 2.06 -3.50
H 0.51 0.31 -6.63
H -1.33 -1.19 -5.94
H -1.41 -2.07 -3.64
H 1.25 -1.34 -1.09
H 0.18 -2.65 -1.63
H -2.31 -1.43 0.46
H -1.22 -2.77 0.07
H 0.61 -1.67 1.34
H -0.84 -1.85 2.36
H -0.03 1.69 2.88
H 1.26 -0.88 3.90
H 1.95 0.04 2.55
H 2.40 -0.09 6.49
H 1.85 1.57 6.82
H 0.02 0.16 7.43
H 0.16 -0.84 5.98
H -2.15 0.63 3.59
H -1.26 -0.76 4.23
H 1.11 0.50 0.38
H 0.01 1.86 0.71
H -0.23 0.86 -1.59
H -2.02 2.17 -0.55
H -2.70 0.73 0.20
H -2.36 1.13 -2.82
H -3.87 1.44 -1.93
H -2.57 -1.04 -1.94
H 2.18 0.04 -2.71
*
```

Q: Number 2 is which compound?
A: C19H30N2O2S2